Entry 1:
{
  "formula": "C6H9FNO5Ru",
  "method": "ωB97M-V with the def2-TZVPD basis set",
  "gap_ha": [0.284, 0.283],
  "charge": 1,
  "lumo_ev": [-6.8, -6.8],
  "symbols": ["Ru", "O", "C", "C", "N", "C", "C", "O", "O", "C", "C", "O", "O", "H", "H", "H", "H", "H", "H", "H", "H", "H", "F"],
  "xyz": [[0.063, -0.898, 1.516], [0.089, -2.117, -0.063], [-0.390, -1.479, -1.296], [0.326, -0.153, -1.318], [0.100, 0.596, -0.039], [-1.183, 1.340, -0.033], [-2.286, 0.433, 0.467], [-3.433, 0.484, 0.179], [-1.777, -0.471, 1.348], [1.241, 1.500, 0.248], [2.385, 0.642, 0.743], [3.543, 0.803, 0.571], [1.872, -0.369, 1.505], [-0.351, -2.967, 0.109], [-0.089, -2.120, -2.122], [-1.476, -1.399, -1.255], [1.398, -0.328, -1.416], [-0.002, 0.453, -2.164], [-1.101, 2.153, 0.688], [-1.414, 1.768, -1.007], [1.519, 2.119, -0.605], [0.950, 2.148, 1.075], [0.017, -2.138, 2.869]],
  "lowdin_charge": [1.671, -0.120, -0.096, -0.096, -0.258, -0.043, -0.540, 0.191, -0.149, -0.051, -0.528, 0.201, -0.141, 0.161, 0.152, 0.138, 0.148, 0.154, 0.149, 0.155, 0.160, 0.148, -0.407]
}


Entry 2:
{
  "formula": "C7H18Br2LaNOPS",
  "method": "ωB97M-V with the def2-TZVPD basis set",
  "gap_ha": 0.124,
  "charge": 3,
  "lumo_ev": -14.3,
  "symbols": ["C", "C", "N", "P", "S", "C", "O", "C", "C", "Br", "C", "C", "Br", "H", "H", "H", "H", "H", "H", "H", "H", "H", "H", "H", "H", "H", "H", "H", "H", "H", "H", "La"],
  "xyz": [[2.703, 1.767, 0.759], [1.296, 1.977, 0.088], [1.202, 1.382, -1.258], [0.005, 0.088, -1.430], [-1.384, -1.581, -1.811], [0.806, -0.948, -0.055], [0.559, -2.376, -0.344], [0.589, -3.082, 0.837], [-1.404, 1.281, -1.266], [-2.241, 1.202, -3.074], [-2.487, 0.984, -0.114], [-1.964, 0.196, 1.117], [-4.201, 0.116, -0.636], [2.626, 1.279, 1.741], [3.345, 1.127, 0.135], [3.202, 2.732, 0.862], [1.217, 3.067, -0.048], [0.466, 1.707, 0.759], [2.102, 1.013, -1.551], [0.525, -0.115, -2.746], [-0.875, -2.242, -2.905], [1.898, -0.829, -0.119], [0.495, -0.653, 0.969], [-0.146, -2.601, 1.611], [1.619, -3.119, 1.309], [0.231, -4.123, 0.680], [-1.099, 2.325, -1.174], [-2.807, 1.960, 0.267], [-1.195, 0.754, 1.685], [-2.814, 0.101, 1.810], [-1.625, -0.840, 0.895], [-0.643, -2.548, 3.006]],
  "lowdin_charge": [-0.059, -0.304, -0.224, 0.561, 0.679, -0.261, -0.253, -0.241, -0.764, 0.811, -0.726, -0.233, 0.727, 0.065, 0.075, 0.090, 0.122, 0.074, 0.081, 0.073, -0.051, 0.121, 0.056, -0.322, 0.171, 0.156, 0.078, 0.104, 0.081, 0.074, -0.008, 2.248]
}


Entry 3:
{
  "formula": "C4H13FSi2",
  "method": "ωB97M-V with the def2-TZVPD basis set",
  "gap_ha": [0.289, 0.258],
  "charge": 0,
  "lumo_ev": [-0.3, -0.2],
  "symbols": ["C", "C", "C", "C", "F", "Si", "Si", "H", "H", "H", "H", "H", "H", "H", "H", "H", "H", "H", "H", "H"],
  "xyz": [[2.364, 1.608, 0.334], [1.997, -1.686, -1.179], [-1.418, 1.538, -0.509], [-2.420, -0.720, 1.392], [-2.293, -1.046, -1.367], [0.773, -0.943, 0.205], [-1.439, -0.312, -0.148], [1.491, 2.188, 0.188], [2.609, 1.196, 1.314], [3.031, 1.447, -0.458], [2.269, -2.621, -0.854], [1.466, -1.509, -2.133], [2.804, -1.048, -1.139], [-1.715, 1.575, -1.646], [-2.174, 2.164, -0.035], [-0.393, 1.947, -0.422], [-2.052, -0.274, 2.257], [-3.524, -0.311, 1.122], [-2.465, -1.833, 1.552], [1.090, -1.360, 1.524]],
  "lowdin_charge": [0.011, -0.257, -0.216, -0.230, -0.218, 0.742, 0.301, -0.078, -0.034, -0.048, -0.029, 0.030, -0.045, 0.069, 0.024, -0.017, -0.013, 0.092, 0.042, -0.125]
}


Entry 4:
{
  "formula": "C4H2O4",
  "method": "ωB97M-V with the def2-TZVPD basis set",
  "gap_ha": [0.327, 0.301],
  "charge": 1,
  "lumo_ev": [-6.7, -6.7],
  "multiplicity": 2,
  "symbols": ["O", "C", "C", "C", "H", "O", "C", "O", "O", "H"],
  "xyz": [[-1.621, 0.168, -0.207], [-0.843, 1.026, -0.085], [-2.467, -0.818, -0.346], [-3.336, -1.640, -0.452], [-4.045, -2.449, -0.547], [-5.547, 0.339, 0.714], [-6.781, 0.161, 0.925], [-7.186, -0.964, 0.602], [-7.490, 1.128, 1.420], [-8.421, 0.878, 1.529]],
  "lowdin_charge": [0.149, 0.482, -0.070, 0.308, 0.111, 0.176, -0.751, 0.216, 0.217, 0.162]
}


Entry 5:
{
  "formula": "C44H111N7O16",
  "method": "ωB97M-V with the def2-TZVPD basis set",
  "gap_ha": 0.297,
  "charge": 0,
  "lumo_ev": 0.2,
  "smiles": "COCCNCCOC.COCCNCCOC.COCCNCCOC.COCCNCCOC.COCCNCCOC.COCCNCCOC.COCCNCCOC.OCCO",
  "symbols": ["C", "C", "O", "O", "H", "H", "H", "H", "H", "H", "C", "O", "C", "C", "N", "C", "C", "O", "C", "H", "H", "H", "H", "H", "H", "H", "H", "H", "H", "H", "H", "H", "H", "H", "C", "O", "C", "C", "N", "C", "C", "O", "C", "H", "H", "H", "H", "H", "H", "H", "H", "H", "H", "H", "H", "H", "H", "H", "C", "O", "C", "C", "N", "C", "C", "O", "C", "H", "H", "H", "H", "H", "H", "H", "H", "H", "H", "H", "H", "H", "H", "H", "C", "O", "C", "C", "N", "C", "C", "O", "C", "H", "H", "H", "H", "H", "H", "H", "H", "H", "H", "H", "H", "H", "H", "H", "C", "O", "C", "C", "N", "C", "C", "O", "C", "H", "H", "H", "H", "H", "H", "H", "H", "H", "H", "H", "H", "H", "H", "H", "C", "O", "C", "C", "N", "C", "C", "O", "C", "H", "H", "H", "H", "H", "H", "H", "H", "H", "H", "H", "H", "H", "H", "H", "C", "O", "C", "C", "N", "C", "C", "O", "C", "H", "H", "H", "H", "H", "H", "H", "H", "H", "H", "H", "H", "H", "H", "H"],
  "xyz": [[0.339, 2.144, 0.546], [0.117, 3.022, -0.631], [-1.058, 2.620, -1.317], [0.929, 0.857, 0.234], [-0.570, 1.959, 1.119], [0.867, 2.628, 1.368], [1.026, 3.114, -1.226], [-0.058, 4.006, -0.197], [-0.898, 1.762, -1.717], [0.668, 0.281, 0.957], [6.125, -11.173, 4.181], [5.008, -10.869, 3.289], [4.587, -9.510, 3.729], [3.811, -8.788, 2.607], [4.313, -8.872, 1.226], [5.463, -8.008, 0.807], [5.135, -6.540, 0.726], [4.197, -6.228, -0.223], [3.561, -5.003, 0.016], [5.782, -10.886, 5.175], [6.949, -10.512, 3.910], [6.527, -12.181, 4.278], [5.317, -8.748, 4.004], [3.979, -9.770, 4.596], [3.599, -7.786, 2.979], [2.860, -9.303, 2.473], [3.522, -8.817, 0.602], [5.795, -8.288, -0.193], [6.310, -8.241, 1.452], [6.050, -6.010, 0.463], [4.944, -6.207, 1.746], [2.753, -5.176, 0.727], [3.077, -4.782, -0.935], [4.229, -4.193, 0.307], [0.843, -0.128, -5.525], [-0.100, 0.613, -6.253], [-1.252, -0.125, -6.622], [-1.674, 0.095, -8.128], [-2.067, -1.152, -8.919], [-3.151, -1.804, -8.364], [-3.367, -3.207, -8.831], [-3.720, -4.224, -7.928], [-4.994, -4.124, -7.273], [1.382, -0.873, -6.110], [0.366, -0.685, -4.718], [1.585, 0.595, -5.185], [-2.069, 0.133, -5.948], [-1.160, -1.190, -6.409], [-0.852, 0.582, -8.652], [-2.433, 0.870, -8.238], [-2.430, -0.666, -9.726], [-3.993, -1.112, -8.357], [-3.069, -2.028, -7.300], [-2.468, -3.696, -9.207], [-4.109, -3.247, -9.628], [-4.897, -3.789, -6.240], [-5.349, -5.153, -7.342], [-5.484, -3.253, -7.708], [-3.552, 4.859, 3.029], [-2.535, 5.069, 4.040], [-2.868, 5.319, 5.394], [-1.462, 5.519, 6.120], [-1.039, 6.925, 6.133], [0.227, 7.178, 6.805], [0.494, 6.417, 8.154], [0.457, 5.065, 7.866], [1.461, 4.245, 8.428], [-4.459, 5.463, 3.007], [-3.911, 3.867, 3.303], [-3.165, 4.994, 2.019], [-3.313, 4.458, 5.893], [-3.593, 6.080, 5.682], [-0.662, 4.938, 5.662], [-1.606, 5.159, 7.139], [-1.759, 7.416, 6.643], [0.364, 8.221, 7.093], [1.028, 6.814, 6.161], [-0.324, 6.416, 8.875], [1.376, 6.804, 8.665], [1.244, 4.250, 9.496], [2.481, 4.563, 8.215], [1.404, 3.173, 8.236], [0.747, -6.491, 7.281], [0.919, -5.633, 6.148], [1.412, -4.297, 6.275], [1.659, -3.720, 4.940], [1.565, -2.287, 4.955], [2.791, -1.629, 5.449], [4.030, -1.730, 4.425], [5.271, -1.141, 4.741], [5.254, 0.250, 4.675], [-0.036, -7.240, 7.393], [0.609, -5.858, 8.158], [1.767, -6.857, 7.398], [2.316, -4.239, 6.882], [0.649, -3.749, 6.827], [0.870, -3.881, 4.205], [2.538, -3.983, 4.352], [0.739, -2.139, 5.516], [3.017, -1.956, 6.464], [2.735, -0.543, 5.521], [3.680, -1.452, 3.431], [4.186, -2.808, 4.382], [5.999, 0.643, 5.368], [4.314, 0.687, 5.009], [5.474, 0.770, 3.743], [-7.922, -8.394, 2.621], [-6.698, -7.650, 2.553], [-5.677, -8.064, 1.577], [-4.343, -7.571, 2.095], [-3.856, -6.150, 1.854], [-3.880, -5.727, 0.467], [-5.191, -4.912, 0.303], [-5.216, -4.443, -1.062], [-4.913, -3.060, -1.123], [-8.109, -9.361, 2.155], [-8.759, -7.800, 2.254], [-8.072, -8.592, 3.682], [-5.943, -7.699, 0.585], [-5.601, -9.150, 1.515], [-3.625, -8.150, 1.515], [-4.090, -7.993, 3.068], [-2.867, -6.228, 2.043], [-3.728, -6.539, -0.244], [-3.089, -4.977, 0.491], [-5.330, -4.248, 1.157], [-5.999, -5.642, 0.356], [-4.706, -2.813, -2.165], [-4.056, -2.637, -0.599], [-5.786, -2.502, -0.785], [10.417, 8.824, 2.071], [9.202, 8.260, 2.469], [8.939, 6.922, 2.114], [8.807, 6.700, 0.529], [7.415, 6.585, 0.108], [6.813, 8.030, 0.006], [5.324, 7.784, -0.361], [5.139, 7.423, -1.739], [3.785, 7.540, -2.215], [10.506, 8.916, 0.988], [11.235, 8.195, 2.423], [10.485, 9.828, 2.489], [8.107, 6.521, 2.692], [9.695, 6.184, 2.383], [9.267, 5.747, 0.267], [9.388, 7.394, -0.078], [7.403, 6.262, -0.848], [7.416, 8.588, -0.710], [6.777, 8.512, 0.983], [4.683, 8.585, 0.008], [4.903, 6.995, 0.262], [3.707, 7.229, -3.257], [3.479, 8.574, -2.056], [3.085, 7.084, -1.515], [-7.249, 1.998, -5.953], [-6.075, 2.793, -5.984], [-6.102, 3.969, -5.239], [-5.104, 5.052, -5.803], [-5.413, 5.927, -6.997], [-5.627, 5.287, -8.261], [-6.156, 6.225, -9.357], [-6.473, 5.320, -10.410], [-6.742, 6.047, -11.560], [-7.101, 1.031, -6.433], [-8.169, 2.369, -6.405], [-7.401, 1.779, -4.896], [-5.620, 3.798, -4.276], [-7.101, 4.309, -4.966], [-4.163, 4.560, -6.048], [-4.881, 5.722, -4.972], [-5.130, 6.892, -6.904], [-6.099, 4.309, -8.166], [-4.615, 5.055, -8.594], [-5.367, 6.906, -9.674], [-6.933, 6.837, -8.900], [-7.508, 6.777, -11.300], [-7.181, 5.297, -12.219], [-5.892, 6.496, -12.074]],
  "lowdin_charge": [-0.257, -0.252, -0.054, -0.071, 0.118, 0.112, 0.124, 0.120, 0.083, 0.075, -0.111, -0.188, -0.200, -0.212, -0.050, -0.172, -0.297, -0.168, -0.104, 0.070, 0.078, 0.081, 0.109, 0.117, 0.101, 0.113, 0.099, 0.114, 0.117, 0.123, 0.112, 0.087, 0.090, 0.091, -0.122, -0.188, -0.207, -0.138, -0.061, -0.293, -0.239, -0.212, -0.079, 0.086, 0.084, 0.089, 0.116, 0.107, 0.109, 0.102, 0.107, 0.125, 0.119, 0.131, 0.117, 0.074, 0.093, 0.083, -0.084, -0.199, -0.198, -0.186, -0.060, -0.186, -0.231, -0.257, -0.092, 0.074, 0.081, 0.082, 0.103, 0.113, 0.121, 0.099, 0.098, 0.111, 0.117, 0.122, 0.118, 0.084, 0.089, 0.084, -0.091, -0.204, -0.218, -0.241, -0.080, -0.175, -0.202, -0.156, -0.135, 0.087, 0.074, 0.085, 0.124, 0.126, 0.125, 0.114, 0.101, 0.107, 0.089, 0.123, 0.097, 0.089, 0.074, 0.087, -0.119, -0.191, -0.188, -0.178, -0.074, -0.216, -0.198, -0.184, -0.132, 0.079, 0.075, 0.079, 0.108, 0.118, 0.100, 0.119, 0.091, 0.122, 0.118, 0.127, 0.099, 0.081, 0.082, 0.083, -0.118, -0.199, -0.190, -0.216, -0.066, -0.126, -0.234, -0.203, -0.096, 0.073, 0.089, 0.090, 0.120, 0.100, 0.105, 0.095, 0.090, 0.113, 0.109, 0.107, 0.114, 0.090, 0.076, 0.078, -0.107, -0.197, -0.227, -0.150, -0.092, -0.220, -0.220, -0.181, -0.140, 0.082, 0.086, 0.084, 0.108, 0.121, 0.108, 0.106, 0.104, 0.121, 0.110, 0.119, 0.119, 0.088, 0.090, 0.088]
}